Entry 1:
Here is a 22-piece molecular cluster, C32H116N8O22 overall from OMol25. Energies are from wB97M-V/def2-TZVPD.

Last column: Mulliken charge in e.
Atoms and positions in Å:
O (-0.52380, 0.04428, 0.33103)  0.9305
H (-0.82416, -0.66351, 0.90117)  -0.4427
H (-0.90817, -0.15559, -0.52251)  -0.0642
O (-0.65679, -1.99248, 2.28183)  -0.1777
H (-0.86258, -2.20571, 3.19201)  0.0174
H (-0.09593, -2.71037, 1.98807)  0.0700
O (-1.95854, 4.75719, 0.76835)  -0.7216
H (-1.96715, 3.95609, 1.29218)  0.3159
H (-1.06662, 4.80979, 0.42492)  0.3133
O (-0.37519, -3.03570, -3.39935)  -0.5181
H (-0.54997, -2.51165, -4.18105)  0.2616
H (-0.66895, -2.48710, -2.67204)  0.1991
O (0.73396, -4.22381, 3.16794)  -0.4919
H (1.03713, -4.06221, 4.06137)  0.2624
H (0.95597, -5.13985, 3.00117)  0.2457
O (-5.06345, -1.06960, 2.55869)  -0.5729
H (-5.70849, -1.29347, 3.22953)  0.2283
H (-5.04332, -0.11262, 2.55499)  0.3208
O (-4.67755, 1.59990, 2.98281)  -0.7172
H (-4.78017, 2.40981, 3.48255)  0.2877
H (-3.97347, 1.78834, 2.36232)  0.3101
O (-3.28740, -1.57287, 0.55016)  -0.3238
H (-3.94434, -1.20088, 1.13862)  0.0491
H (-2.88500, -2.27920, 1.05553)  0.2121
O (-0.95672, 0.66331, 3.88389)  -0.5292
H (-0.07124, 0.73565, 3.52761)  0.0815
H (-0.82774, 0.40839, 4.79746)  0.3114
O (-2.03896, -1.19625, -1.87214)  0.1170
H (-2.33538, -1.44005, -0.99525)  0.1595
H (-2.84406, -1.11329, -2.38318)  0.0100
O (1.99092, 1.18856, 1.06635)  -0.2643
H (1.21275, 0.73281, 0.74543)  -0.1380
H (2.07927, 1.94763, 0.48996)  0.1744
O (-3.34929, -3.89212, 2.05639)  -0.6228
H (-3.85530, -3.61562, 2.82042)  0.2197
H (-2.43962, -3.88063, 2.35403)  0.2382
O (-2.25639, 1.74120, 1.83350)  -0.6394
H (-1.93714, 1.30488, 2.62339)  0.5926
H (-1.70407, 1.39917, 1.13052)  0.0735
O (0.36007, 2.80641, -0.55211)  -0.3600
H (-0.19461, 2.18513, -0.08034)  -0.4153
H (0.46388, 2.42236, -1.42272)  0.4718
C (-3.04970, -4.36674, -1.74051)  -0.7999
C (-4.28649, -5.27713, -1.57900)  0.4658
C (-4.32772, -6.64170, -2.44324)  -0.8176
O (-3.65831, -6.44056, -3.69385)  -0.2548
C (-3.47001, -7.67083, -4.25238)  -0.8121
N (-4.33056, -5.63679, -0.17954)  -0.7315
H (-2.15070, -4.95665, -1.91914)  0.4140
H (-3.01286, -3.56070, -1.00767)  -0.0432
H (-3.13709, -4.04199, -2.77733)  0.3165
H (-5.20472, -4.76942, -1.87428)  0.1007
H (-5.28984, -7.11027, -2.65031)  0.4573
H (-3.75491, -7.37478, -1.87528)  0.3490
H (-2.91117, -7.52312, -5.17649)  0.2515
H (-4.39976, -8.20784, -4.44026)  0.2900
H (-2.80772, -8.27701, -3.63431)  0.3487
H (-4.17107, -4.82783, 0.40377)  0.2475
H (-3.54376, -6.23672, 0.02326)  0.2813
C (5.10045, 1.08885, -1.39939)  -0.7245
C (6.24510, 0.65251, -0.55242)  0.2883
C (6.16740, 1.40379, 0.81224)  -0.5704
O (7.36507, 1.11555, 1.52185)  -0.3727
C (7.43599, 1.47171, 2.84200)  -0.5643
N (6.05603, -0.71678, -0.22000)  -0.5919
H (5.14086, 2.15628, -1.61635)  0.2874
H (4.15845, 0.99046, -0.85990)  -0.1746
H (4.87108, 0.55367, -2.32084)  0.2076
H (7.13814, 0.78271, -1.16367)  0.4544
H (5.21794, 1.11737, 1.26458)  0.1048
H (6.14526, 2.48145, 0.65019)  0.4607
H (6.77457, 0.77683, 3.35947)  0.2175
H (7.14638, 2.51580, 2.96076)  0.2378
H (8.39301, 1.18540, 3.27817)  0.2979
H (6.67678, -0.88448, 0.55888)  0.3169
H (5.08331, -0.88695, -0.00796)  0.1480
C (-4.37991, -2.85743, 6.05247)  -1.6650
C (-3.43756, -1.69781, 5.61780)  0.7412
C (-2.28579, -1.32231, 6.59223)  -1.0116
O (-1.75394, 0.01439, 6.49831)  -0.2278
C (-2.32306, 1.02097, 7.30990)  -0.9615
N (-2.88511, -1.78603, 4.28011)  0.4067
H (-4.80682, -2.70836, 7.04425)  0.4571
H (-3.78361, -3.74724, 6.25433)  0.3516
H (-5.15498, -2.96063, 5.29304)  0.3179
H (-4.05318, -0.80289, 5.52701)  0.3305
H (-1.45100, -2.02287, 6.61293)  0.2332
H (-2.69701, -1.39325, 7.59920)  0.5121
H (-3.35905, 1.20377, 7.02456)  0.3298
H (-1.87433, 2.00714, 7.19078)  0.3066
H (-2.27808, 0.72527, 8.35806)  0.3384
H (-2.36526, -0.93315, 4.13027)  -0.0726
H (-3.64666, -1.78327, 3.61667)  -0.2577
C (4.20986, 6.28229, 0.06555)  -1.7889
C (3.07505, 5.58755, -0.60410)  0.5765
C (3.08257, 5.91053, -2.10537)  -0.8987
O (1.94082, 5.37047, -2.77264)  -0.1986
C (0.68885, 5.82246, -2.23011)  -0.3088
N (3.31253, 4.19733, -0.46061)  0.0194
H (4.04023, 7.35804, 0.01990)  0.4400
H (5.17636, 6.02816, -0.36965)  0.3156
H (4.25703, 5.96443, 1.10711)  0.3627
H (2.14001, 6.03448, -0.26639)  0.5266
H (3.89436, 5.43203, -2.65321)  0.3145
H (3.12531, 6.99688, -2.18358)  0.3742
H (-0.16422, 5.52719, -2.84099)  0.1535
H (0.60179, 6.90252, -2.11180)  0.3988
H (0.61659, 5.35473, -1.24822)  -0.1321
H (3.95133, 3.89608, -1.18261)  -0.0428
H (2.42704, 3.78715, -0.72091)  -0.0659
C (-5.08845, 1.09567, -2.72373)  -1.5350
C (-5.59502, -0.29943, -2.47934)  0.4852
C (-6.93113, -0.62563, -3.23824)  -0.7335
O (-7.89553, 0.11606, -2.57259)  -0.2947
C (-9.16241, 0.21415, -3.20859)  -0.7684
N (-4.56342, -1.16822, -3.08360)  -0.5342
H (-5.38916, 1.53489, -3.67492)  0.3794
H (-4.00249, 1.17157, -2.66869)  0.1976
H (-5.43064, 1.77146, -1.93995)  0.4263
H (-5.60871, -0.58395, -1.42722)  0.2547
H (-7.05141, -1.70893, -3.24783)  0.3978
H (-6.83761, -0.30555, -4.27598)  0.4120
H (-9.66936, 0.95457, -2.58982)  0.2208
H (-9.71062, -0.71861, -3.07621)  0.2781
H (-8.91087, 0.51016, -4.22703)  0.3481
H (-4.39442, -0.83143, -4.02068)  0.2527
H (-4.97383, -2.09106, -3.07814)  0.0716
C (2.98487, -3.21364, -2.36612)  -1.2122
C (3.30768, -2.47346, -3.61264)  1.4345
C (4.85791, -2.08986, -3.75495)  -0.3048
O (4.96385, -1.18938, -4.80618)  -0.2505
C (6.38772, -1.07192, -5.02708)  -0.8369
N (2.87619, -3.26267, -4.71851)  -0.8563
H (3.33350, -4.24604, -2.39286)  0.4108
H (1.91089, -3.15676, -2.18881)  0.2099
H (3.47633, -2.60040, -1.61082)  0.1847
H (2.71884, -1.55975, -3.69321)  -0.5553
H (5.51059, -2.95714, -3.85464)  0.4396
H (5.05411, -1.44827, -2.89590)  -0.1081
H (7.06008, -1.84863, -5.39144)  0.3123
H (6.73085, -0.74112, -4.04681)  0.3098
H (6.45349, -0.21834, -5.70176)  0.2977
H (1.98790, -3.70597, -4.53269)  0.2576
H (2.63362, -2.62852, -5.46624)  0.2853
C (2.68368, -0.79421, 4.35872)  -1.3089
C (2.63767, 0.67135, 4.88389)  0.5825
C (3.99088, 1.36264, 4.88938)  -0.7274
O (3.82864, 2.78092, 5.17655)  -0.4219
C (5.06776, 3.45236, 5.51906)  -0.5923
N (1.85649, 1.46479, 3.90019)  -0.1825
H (1.85501, -1.42972, 4.67101)  0.1279
H (3.61089, -1.31706, 4.59327)  0.4742
H (2.81481, -0.76209, 3.27711)  0.2359
H (2.14397, 0.66097, 5.85561)  0.3973
H (4.61484, 1.15999, 4.01892)  0.0012
H (4.53727, 0.79103, 5.63960)  0.5779
H (5.51174, 2.88694, 6.33838)  0.3318
H (4.85891, 4.48494, 5.79881)  0.2548
H (5.71476, 3.60030, 4.65442)  0.1134
H (2.30344, 2.36422, 4.00671)  0.4389
H (2.09708, 1.38479, 2.92253)  -0.0958
C (-1.55082, 3.14693, -3.70938)  -1.5884
C (-0.38985, 2.12353, -3.97384)  0.9497
C (0.96652, 2.79240, -4.04017)  0.0515
O (1.86690, 1.95358, -4.75395)  -0.4529
C (3.13595, 2.50079, -4.78030)  -0.3270
N (-0.35898, 1.15516, -2.88973)  0.0473
H (-1.69774, 3.50366, -2.68993)  0.1464
H (-2.49160, 2.67442, -3.99183)  0.3701
H (-1.46667, 3.97480, -4.41339)  0.5089
H (-0.57011, 1.58052, -4.90160)  0.5541
H (1.33919, 3.04740, -3.04811)  -0.6489
H (0.89746, 3.75716, -4.54273)  0.5122
H (3.59211, 2.68668, -3.80795)  -0.0494
H (3.00556, 3.43374, -5.32865)  0.3126
H (3.77032, 1.77264, -5.28573)  0.2192
H (0.36717, 0.53051, -3.21007)  -0.1390
H (-1.22791, 0.64164, -2.85283)  -0.2855

Properties
HOMO-LUMO gap ... 8.43 eV
Lowest unoccupied orbital energy ... -0.01 eV


Entry 2:
Here is C32H14BF5N10S2V as an isolated structure from OMol25. Energies are from wB97M-V/def2-TZVPD.

Last column: Mulliken charge in e.
Atoms and positions in Å:
V (-1.29018, -0.22467, -0.20186)  -0.2381
B (-3.28046, 0.09380, 2.54664)  0.4130
N (-2.73963, 1.44356, 1.87706)  -0.3013
C (-2.80125, 2.65389, 2.43179)  -0.1762
C (-2.11237, 3.56300, 1.64254)  -1.2188
C (-1.63135, 2.79459, 0.59075)  -0.3224
N (-2.01123, 1.51688, 0.72338)  0.3758
N (-3.81345, -0.83289, 1.41890)  -0.6771
C (-4.93694, -1.52633, 1.22129)  -0.2795
C (-4.91205, -2.10092, -0.04559)  -1.1243
C (-3.68675, -1.67214, -0.57977)  0.1431
N (-3.03589, -0.95713, 0.32452)  0.9603
H (-4.19851, 0.39899, 3.28062)  -0.1876
H (-2.35470, -0.43653, 3.13929)  -0.2097
H (-3.33737, 2.79031, 3.35715)  0.4494
H (-1.96533, 4.61513, 1.81601)  0.4110
H (-1.04662, 3.09099, -0.26672)  0.4909
H (-5.69915, -1.55787, 1.98278)  0.4323
H (-5.66624, -2.71577, -0.50589)  0.4407
H (-3.46139, -2.33275, -2.54880)  0.3455
S (-0.25936, -2.38304, 0.16221)  -0.4938
C (1.19393, -2.63320, 1.04550)  0.9308
C (1.35106, -3.87260, 1.72306)  -1.0235
C (2.49341, -4.19461, 2.41363)  0.6840
C (2.57738, -5.49238, 3.06655)  -0.1651
N (2.64320, -6.51860, 3.57848)  -0.5825
C (3.56462, -3.29086, 2.48372)  0.3287
C (3.43125, -2.07446, 1.83475)  -0.4682
C (2.27725, -1.74133, 1.12832)  -0.3500
S (2.21314, -0.16205, 0.33323)  -0.0785
C (4.77518, -3.59979, 3.21108)  -0.1385
N (5.73850, -3.84107, 3.79117)  -0.5834
H (0.53371, -4.57922, 1.68576)  0.5040
H (4.24327, -1.36060, 1.87656)  0.5195
F (0.28665, 3.27409, 4.70899)  -0.4087
C (0.69977, 2.46852, 3.69675)  0.3983
C (1.43501, 3.02160, 2.66871)  -0.6574
C (1.88134, 2.19304, 1.64874)  -0.5574
C (1.57956, 0.83380, 1.66332)  0.4561
C (0.80100, 0.31388, 2.69357)  -0.2627
C (0.36133, 1.13425, 3.72624)  -0.6153
H (1.65520, 4.08093, 2.66684)  0.4498
H (2.45904, 2.60869, 0.83255)  0.4717
H (0.53215, -0.73745, 2.70255)  0.3132
H (-0.25198, 0.74438, 4.52799)  0.3763
F (-0.17648, -0.81096, -5.86462)  -0.3634
C (0.31238, 0.00742, -4.90645)  -0.1879
C (1.33514, 0.85416, -5.29135)  -0.0983
F (1.73854, 0.75822, -6.57501)  -0.3694
C (1.95023, 1.78302, -4.44573)  0.5892
C (1.42557, 1.71824, -3.15643)  0.3074
C (0.40644, 0.86263, -2.78724)  0.3573
F (0.05030, 0.99019, -1.46004)  0.6936
C (-0.23396, -0.04064, -3.62670)  0.4017
C (-1.38520, -0.90534, -3.26970)  1.0821
C (-1.95510, -0.93663, -2.01835)  -0.3100
N (-3.09041, -1.72626, -1.82996)  -0.0678
C (-2.00440, -1.75759, -4.24719)  -0.4074
N (-2.62477, -2.51341, -4.86410)  -0.8026
F (1.91858, 2.52201, -2.18904)  -0.3686
C (2.99704, 2.70276, -4.85660)  0.1919
C (3.52440, 2.73636, -6.17657)  0.0746
N (3.98779, 2.81292, -7.23529)  -0.7663
C (3.55899, 3.66888, -3.97846)  0.0845
N (4.03017, 4.47795, -3.29552)  -0.8148

Properties
HOMO-LUMO gap (spin up / spin down) ... 5.66 / 5.78 eV
Multiplicity ... 4
Net charge ... -2
Lowest unoccupied orbital energy (spin up / spin down) ... 3.70 / 3.68 eV


Entry 3:
Here is C32H16BF2N8Ti as an isolated structure from OMol25. Energies are from wB97M-V/def2-TZVPD.

Last column: Mulliken charge in e.
Atoms and positions in Å:
Ti (-0.00402, -0.13765, 0.16634)  0.3678
C (1.02833, 6.17933, 2.11901)  -0.6209
C (-0.32563, 6.24996, 1.77312)  -0.5312
C (-0.96421, 5.18473, 1.15931)  -0.2748
C (-0.21483, 4.05264, 0.86771)  0.1056
C (-0.64989, 2.76187, 0.30491)  -0.2478
N (0.59431, 1.99725, 0.12705)  0.3593
C (1.63455, 2.67118, 0.82826)  -0.1792
N (2.79353, 2.16834, 1.02837)  -0.7325
C (3.03136, 0.88005, 0.58563)  -1.3055
C (4.05773, 0.01798, 0.91110)  1.1490
C (5.19948, 0.14733, 1.75371)  -0.6076
C (6.01844, -0.92607, 1.90114)  -0.4933
C (5.75318, -2.17536, 1.24303)  -0.5817
C (4.66423, -2.33290, 0.44535)  -0.5908
C (3.79587, -1.22231, 0.25385)  -0.0052
C (2.61193, -1.11047, -0.46828)  0.4344
N (2.04145, -2.19999, -1.14021)  -0.6224
C (0.84061, -2.63721, -0.99804)  -0.0074
N (-0.19001, -2.07158, -0.27353)  -0.2884
C (-1.40043, -2.70804, -0.55820)  -0.0368
N (-2.60122, -2.27125, -0.40247)  -0.5829
C (-2.90417, -0.96223, -0.07170)  -0.3404
N (-1.99181, 0.01883, 0.10033)  -0.0925
C (-2.57354, 1.25297, 0.14612)  -0.9634
N (-1.88750, 2.43267, 0.28868)  -0.3875
C (-3.97515, 1.06291, 0.05827)  0.5446
C (-5.07730, 1.93984, 0.06859)  -0.3082
C (-6.33840, 1.41860, -0.06183)  -0.5092
C (-6.54668, 0.02342, -0.21501)  -0.5817
C (-5.48963, -0.84955, -0.22947)  -0.3240
C (-4.18557, -0.34164, -0.08497)  0.3243
C (-1.05017, -3.94248, -1.30592)  0.0681
C (-1.83130, -4.99209, -1.75334)  -0.2539
C (-1.21563, -5.99169, -2.49875)  -0.5045
C (0.14326, -5.92802, -2.80534)  -0.5769
C (0.91962, -4.85935, -2.36937)  -0.2173
C (0.30621, -3.87957, -1.61483)  0.4353
N (2.16505, 0.21580, -0.29984)  0.6136
C (1.12905, 3.98225, 1.21798)  0.5449
C (1.76722, 5.03903, 1.85253)  -0.2952
H (1.50155, 7.02397, 2.60391)  0.3829
H (-0.88326, 7.15165, 1.99466)  0.3902
H (-2.01579, 5.21681, 0.90745)  0.5127
H (5.40123, 1.08367, 2.25763)  0.4807
H (6.89510, -0.84408, 2.53293)  0.3822
H (6.43720, -3.00180, 1.39237)  0.3826
H (4.44975, -3.27045, -0.05107)  0.4993
H (-4.92138, 3.00624, 0.17777)  0.4758
H (-7.19569, 2.08152, -0.05203)  0.3820
H (-7.55792, -0.34988, -0.32439)  0.3683
H (-5.64183, -1.91521, -0.35100)  0.4866
H (-2.88912, -5.01899, -1.52612)  0.5181
H (-1.80044, -6.83119, -2.85453)  0.3771
H (0.59551, -6.71639, -3.39401)  0.3869
H (1.97238, -4.78685, -2.61084)  0.5115
H (2.81190, 4.96413, 2.12495)  0.5197
F (0.35686, 0.61129, -1.87564)  -0.2465
B (1.32454, 1.30108, -1.12008)  0.6686
F (2.08107, 2.13694, -1.88125)  -0.3624

Properties
HOMO-LUMO gap (spin up / spin down) ... 5.33 / 5.23 eV
Multiplicity ... 3
Net charge ... -1
Lowest unoccupied orbital energy (spin up / spin down) ... 1.87 / 1.81 eV


| no. | E (a.u.) |
| --- | --- |
| 1 | -3381.90483 |
| 2 | -4040.11676 |
| 3 | -2741.48054 |